Formula: C17H16O13S
Source: the OMol25 dataset
Level of theory: the ωB97M-V functional and the def2-TZVPD basis

The value obtained for the HOMO energy is -9.480 eV.

CARTESIAN COORDINATES (ANGSTROEM)
C  4.702  3.799  1.837
C  4.824  2.764  0.861
O  4.763  1.359  1.159
S  3.191  0.745  1.071
O  2.903  0.570  -0.415
O  2.198  1.923  1.745
C  0.783  1.615  1.533
O  0.086  2.877  1.609
C  -0.963  2.969  0.649
C  -2.398  3.434  1.236
O  -0.808  2.752  -0.585
H  4.363  4.854  1.547
H  4.875  3.601  2.958
H  5.027  3.102  -0.219
H  0.430  0.952  2.412
H  0.589  1.019  0.580
H  -2.637  2.687  2.071
H  -2.237  4.499  1.651
H  -3.192  3.498  0.425
C  4.856  -4.206  -3.333
C  4.096  -4.587  -2.304
C  3.418  -3.589  -1.427
O  2.716  -3.974  -0.507
C  3.633  -2.166  -1.710
C  4.396  -1.785  -2.737
C  5.051  -2.783  -3.631
O  5.727  -2.399  -4.571
O  4.608  -0.469  -3.012
O  3.907  -5.904  -2.014
H  5.351  -4.919  -3.978
H  3.150  -1.453  -1.055
H  5.188  -0.458  -3.797
H  3.321  -5.915  -1.232
C  -7.312  -0.011  1.716
C  -6.134  0.445  2.147
C  -4.875  0.182  1.392
O  -3.819  0.631  1.807
C  -4.962  -0.620  0.168
C  -6.140  -1.079  -0.262
C  -7.402  -0.793  0.478
O  -8.461  -1.213  0.047
O  -6.235  -1.826  -1.394
O  -6.035  1.170  3.296
H  -8.233  0.174  2.253
H  -4.039  -0.818  -0.360
H  -7.186  -2.032  -1.490
H  -5.085  1.381  3.388

***

Formula: C11H26BeBrCaCl3F4LiNO4P
Source: the OMol25 dataset
Level of theory: the ωB97M-V functional and the def2-TZVPD basis

The value obtained for the HOMO energy is -10.096 eV. As for the charge: +1. The calculation puts the relative energy (zero: lowest compared OMol25 entry of this formula, charge and spin) at 216.1 kJ/mol.

CARTESIAN COORDINATES (ANGSTROEM)
F  3.325  1.070  -0.650
C  2.722  1.538  -1.724
F  3.135  0.800  -2.748
F  3.161  2.750  -1.921
P  0.776  1.600  -1.546
H  0.658  1.554  -2.946
H  0.754  3.012  -0.897
H  0.757  0.316  -0.806
H  -0.758  1.590  -1.411
Be  0.729  -1.495  -1.358
C  -2.513  -3.550  -1.026
Cl  -2.027  -1.936  -1.065
Cl  -1.517  -4.463  0.074
H  -3.539  -3.671  -0.702
H  -2.373  -3.887  -2.029
Br  -0.525  4.309  -0.986
F  -2.629  -1.559  -3.422
Li  -2.403  -3.706  -3.574
C  -5.760  0.878  -1.268
C  -4.932  -0.227  -1.988
O  -5.318  -0.301  -3.174
H  -6.812  0.628  -1.264
H  -5.441  0.981  -0.196
H  -5.633  1.853  -1.738
H  -5.026  -1.161  -1.327
H  -3.817  0.076  -1.805
C  7.661  5.979  -2.917
C  6.412  6.205  -2.094
O  6.100  7.302  -1.682
N  5.631  5.121  -1.823
C  5.831  3.738  -2.223
H  8.168  6.927  -3.044
H  8.334  5.289  -2.409
H  7.405  5.586  -3.901
H  4.820  5.344  -1.273
H  4.983  3.417  -2.811
H  5.898  3.114  -1.328
H  6.734  3.618  -2.808
Cl  0.251  -3.467  -2.486
O  -2.332  -1.817  3.475
C  -2.277  -2.860  4.076
O  -3.060  -3.034  5.130
C  -3.194  -4.284  5.824
C  -2.086  -4.489  6.834
C  -1.280  -3.928  3.679
H  -3.274  -5.109  5.116
H  -4.148  -4.226  6.339
H  -1.107  -4.530  6.357
H  -2.239  -5.415  7.384
H  -2.063  -3.661  7.539
H  -0.301  -3.677  4.082
H  -1.247  -3.909  2.602
H  -1.546  -4.934  3.990
Ca  -3.071  0.704  -0.131

***

Formula: C26H36CoN4S5Si2
Source: the OMol25 dataset
Level of theory: the ωB97M-V functional and the def2-TZVPD basis

The value obtained for the HOMO energy (spin up / spin down) is -4.652 / -4.652 eV. As for the charge: -1. The calculation puts the relative energy (zero: lowest compared OMol25 entry of this formula, charge and spin) at 10.7 kJ/mol.

CARTESIAN COORDINATES (ANGSTROEM)
Co  -0.298  0.703  0.536
S  -1.078  2.118  1.994
C  -2.109  3.162  1.065
C  -2.872  4.135  1.705
C  -3.707  4.979  0.988
C  -4.480  5.953  1.679
N  -5.093  6.745  2.245
C  -3.781  4.853  -0.414
C  -3.016  3.885  -1.053
C  -2.181  3.032  -0.334
S  -1.255  1.816  -1.161
C  -4.629  5.695  -1.183
N  -5.313  6.379  -1.806
H  -2.816  4.230  2.782
H  -3.071  3.785  -2.129
C  2.088  3.111  0.154
Si  2.570  1.762  1.371
C  4.346  1.227  0.956
C  2.557  2.442  3.136
N  1.413  0.423  1.267
C  1.516  -0.740  1.992
C  2.603  -1.174  2.765
C  2.573  -2.406  3.393
C  1.460  -3.228  3.275
C  0.362  -2.809  2.543
C  0.367  -1.561  1.905
N  -0.649  -1.012  1.154
Si  -2.268  -1.720  1.093
C  -3.528  -0.531  0.360
C  -2.232  -3.314  0.060
C  -2.838  -2.167  2.845
H  2.585  4.039  0.456
H  1.016  3.294  0.131
H  2.401  2.870  -0.860
H  4.934  2.130  0.767
H  4.371  0.625  0.051
H  4.848  0.677  1.756
H  3.203  3.322  3.208
H  2.903  1.708  3.866
H  1.546  2.742  3.410
H  3.480  -0.538  2.864
H  3.422  -2.738  3.981
H  1.455  -4.197  3.760
H  -0.511  -3.454  2.457
H  -3.263  -0.218  -0.646
H  -3.635  0.367  0.970
H  -4.497  -1.041  0.326
H  -2.204  -3.083  -1.003
H  -3.128  -3.909  0.265
H  -1.366  -3.933  0.297
H  -2.506  -1.426  3.573
H  -2.500  -3.149  3.183
H  -3.932  -2.176  2.858
C  2.658  -1.912  -4.398
C  3.378  -0.868  -3.555
S  2.562  -0.337  -2.028
C  2.056  -1.906  -1.283
C  0.640  -2.463  -1.633
S  -0.507  -1.251  -2.355
C  -1.079  -2.052  -3.876
C  -0.048  -2.472  -4.919
S  1.239  -1.268  -5.331
H  2.310  -2.735  -3.774
H  3.374  -2.339  -5.104
H  3.502  0.051  -4.132
H  4.383  -1.238  -3.331
H  2.111  -1.739  -0.208
H  2.820  -2.653  -1.512
H  0.190  -2.826  -0.708
H  0.723  -3.323  -2.301
H  -1.756  -1.309  -4.301
H  -1.687  -2.935  -3.646
H  -0.576  -2.707  -5.846
H  0.445  -3.398  -4.617

***

Formula: C6H6NO3S
Source: the OMol25 dataset
Level of theory: the ωB97M-V functional and the def2-TZVPD basis

The value obtained for the HOMO energy (spin up / spin down) is -4.317 / -4.317 eV. As for the charge: -1. The calculation puts the relative energy (zero: lowest compared OMol25 entry of this formula, charge and spin) at 253.0 kJ/mol.

CARTESIAN COORDINATES (ANGSTROEM)
C  0.234  1.808  -0.779
C  2.048  -1.151  -0.279
C  -0.289  0.398  -0.699
C  -1.316  0.205  0.470
C  1.165  0.086  -0.121
C  -1.789  -1.211  0.777
N  1.535  1.351  -0.458
O  1.442  -2.203  -0.187
O  -0.143  2.944  -0.995
O  3.136  -0.769  -0.680
S  -0.268  0.712  1.917
H  -0.436  -0.153  -1.558
H  -2.059  0.956  0.491
H  -0.912  -1.937  1.065
H  -2.278  -1.675  -0.125
H  -2.573  -1.232  1.557
H  2.506  1.871  -0.398

***

Formula: C4H7NO2
Source: the OMol25 dataset
Level of theory: the ωB97M-V functional and the def2-TZVPD basis

Its structure (SMILES) is C=C1ONC[C@@H]1O. The value obtained for the HOMO energy is -8.739 eV. The calculation puts the relative energy (zero: lowest compared OMol25 entry of this formula, charge and spin) at 331.1 kJ/mol.

CARTESIAN COORDINATES (ANGSTROEM)
C  0.317  2.089  0.515
C  0.427  0.813  0.176
O  1.571  0.092  0.397
N  1.111  -1.176  0.932
C  -0.199  -1.438  0.279
C  -0.562  -0.135  -0.454
O  -0.388  -0.232  -1.856
H  1.139  2.594  1.011
H  -0.592  2.638  0.303
H  1.818  -1.815  0.580
H  -0.928  -1.673  1.061
H  -0.161  -2.258  -0.447
H  -1.599  0.168  -0.304
H  0.562  -0.295  -2.027

***

Formula: C5H8ClN2O
Source: the OMol25 dataset
Level of theory: the ωB97M-V functional and the def2-TZVPD basis

Its structure (SMILES) is [H]/N=C(C)/[NH+]=C\C=C(\O)Cl. The value obtained for the HOMO energy is -13.768 eV. As for the charge: +1. The calculation puts the relative energy (zero: lowest compared OMol25 entry of this formula, charge and spin) at 200.9 kJ/mol.

CARTESIAN COORDINATES (ANGSTROEM)
H  0.598  -1.847  1.652
N  0.484  -1.003  1.132
C  1.278  -0.440  0.348
C  2.478  -1.155  -0.263
N  0.939  0.827  -0.262
C  -0.191  1.517  -0.384
C  -1.544  1.298  -0.065
C  -2.326  0.194  0.133
O  -3.559  0.231  0.418
Cl  -1.802  -1.395  -0.425
H  2.772  -1.802  0.507
H  3.210  -0.398  -0.487
H  2.172  -1.620  -1.266
H  1.846  1.171  -0.520
H  0.109  2.558  -0.776
H  -2.214  2.275  -0.039
H  -4.248  -0.408  0.298

***

Number 1: E -2033.5478 hartree. Number 2: E -6185.1970 hartree. Number 3: E -5184.2768 hartree. Number 4: E -910.8942 hartree. Number 5: E -361.7547 hartree. Number 6: E -839.9435 hartree.